ORCA calculation (wB97M-V/def2-TZVPD) on an isolated molecule of C6H7N.

The energy above the lowest of the compared OMol25 structures with the same formula, charge and spin is 3.5331 eV. As for the total energy: -287.45739 hartree. The value obtained for the orbital gap is 8.48 eV. Its structure (SMILES) is C=c1cc[nH]c1=C. Its total charge is 0.

Geometry (Å):
C (-1.059, -1.309, 0.098)
C (0.221, -1.874, -0.017)
C (-1.041, 0.216, 0.013)
C (0.829, 0.338, 0.006)
C (-1.857, 1.194, -0.013)
C (1.576, 1.422, 0.056)
N (1.288, -0.977, -0.010)
H (-2.084, -1.868, -0.064)
H (0.382, -2.881, 0.018)
H (-1.595, 2.182, -0.259)
H (-2.929, 1.139, 0.010)
H (2.662, 1.231, 0.148)
H (1.344, 2.479, 0.008)
H (2.265, -1.293, 0.006)

=====

ORCA calculation (wB97M-V/def2-TZVPD) on an isolated molecule of C6H7N.

The energy above the lowest of the compared OMol25 structures with the same formula, charge and spin is 6.2073 eV. As for the total energy: -287.35912 hartree. The value obtained for the orbital gap (alpha / beta) is 7.68 / 7.99 eV. Its total charge is 0.

Geometry (Å):
C (-0.658, -1.466, -1.060)
C (0.544, -0.954, -0.993)
C (-1.457, -0.393, -0.375)
C (-0.559, 0.418, 0.437)
C (0.837, -0.232, 0.385)
C (1.829, 0.866, 0.603)
N (-2.677, -0.345, -0.769)
H (-1.139, -2.271, -1.648)
H (-0.829, 1.206, 1.153)
H (0.992, -0.994, 1.185)
H (1.343, 1.754, 0.948)
H (2.233, 1.260, -0.405)
H (2.667, 0.645, 1.398)
H (-3.126, 0.503, -0.859)